DFT (the ωB97M-V functional and the def2-TZVPD basis) results for a single C2H3N3O molecule.

As for the spin multiplicity: 1. Its energy above the lowest of the compared OMol25 structures with the same formula, charge and spin is 74.1 kJ/mol. The SMILES is Oc1ncn[nH]1. As for the gap between HOMO and LUMO: 10.32 eV. As for the HOMO energy: -9.886 eV.

Cartesian coordinates (Å):
O -1.806 -0.885 0.062
N 1.106 1.029 -0.042
N 0.518 -1.169 -0.208
N -0.263 0.884 0.094
C 1.497 -0.199 -0.228
C -0.543 -0.452 -0.004
H 2.540 -0.437 -0.385
H -2.384 -0.147 -0.184
H -0.640 1.333 0.915

These are the Löwdin partial charges, in e, on atoms 1 to 2: number 1, O, carries 0.113; number 2, N, carries 0.035



DFT (the ωB97M-V functional and the def2-TZVPD basis) results for a molecular structure, C51H34N6Sr.

As for the spin multiplicity: 1. As for the gap between HOMO and LUMO (spin up / spin down): 5.12 / 5.14 eV. As for the HOMO energy (spin up / spin down): -5.880 / -5.868 eV.

Cartesian coordinates (Å):
Sr -0.087 0.800 -0.553
N -0.197 1.243 -5.291
N -1.034 -1.549 -0.926
N 0.434 1.465 1.745
N 0.037 1.202 -3.076
N 1.654 -0.918 0.263
N -2.147 0.719 0.835
C -7.324 -1.975 -1.449
C 5.817 2.513 3.173
C -1.730 2.332 2.610
C 2.980 -5.737 -2.674
C 3.959 -0.920 0.027
C -4.251 1.412 0.163
C -0.321 2.151 2.679
C -4.964 -2.191 -1.864
C -3.746 2.324 1.065
C 1.119 -2.780 -1.202
C -5.827 -1.003 0.134
C -3.087 4.369 6.162
C -3.392 -0.965 -0.483
C -7.125 -1.166 -0.348
C -2.395 -3.403 -0.543
C -6.273 -2.537 -2.166
C 2.320 1.628 -5.861
C -3.385 3.971 3.775
C -0.299 -2.724 -0.958
C 2.503 1.694 -2.952
C 2.341 -5.778 -3.910
C 1.620 -3.830 -2.097
C 2.046 -1.916 -0.600
C -1.119 -3.887 -0.698
C -1.860 2.606 5.069
C 4.802 -0.073 2.858
C -2.501 1.848 1.511
C 5.998 0.143 3.494
C 4.147 1.032 2.260
C 4.696 2.302 2.383
C -3.268 0.328 0.116
C 2.812 -0.319 0.680
C 3.471 -1.876 -0.832
C 3.506 1.876 -5.210
C 1.295 1.460 -3.620
C 0.511 2.605 3.764
C 2.628 -4.732 -1.763
C 2.843 0.747 1.648
C -4.741 -1.352 -0.750
C -2.343 -1.945 -0.633
C 0.935 -3.934 -3.315
C 1.176 1.529 -5.043
C 1.296 -4.914 -4.192
C 3.590 1.964 -3.769
C 1.768 2.123 3.513
C -0.791 1.100 -4.108
C 6.478 1.431 3.736
C -2.123 3.359 6.184
C -2.363 3.006 3.763
C -3.708 4.663 4.948
C 1.733 1.457 2.232
H 3.167 -4.644 -0.813
H -3.379 4.829 7.097
H 0.720 -5.066 -5.109
H -5.627 -0.496 1.034
H -4.471 5.427 4.964
H 4.953 -0.540 0.191
H 0.125 -3.276 -3.538
H 2.580 -6.559 -4.594
H 4.179 3.136 1.892
H -3.309 -3.943 -0.354
H 3.861 -6.319 -2.406
H -3.896 4.297 2.849
H -0.659 1.238 -6.223
H -1.654 3.081 7.119
H -1.871 0.977 -3.971
H 0.278 3.356 4.518
H 4.400 -1.098 2.691
H -1.224 1.739 5.232
H -4.223 3.287 1.308
H 4.001 -2.505 -1.506
H -5.212 1.539 -0.366
H -4.129 -2.501 -2.476
H 6.647 -0.657 3.857
H -0.725 -4.937 -0.597
H 7.328 1.636 4.392
H -6.440 -3.209 -3.005
H 4.447 1.989 -5.746
H -8.315 -2.188 -1.884
H 2.630 2.369 4.132
H 2.288 1.420 -6.944
H 6.203 3.501 3.357
H 2.640 1.729 -1.862
H 4.545 2.118 -3.274
H -7.975 -0.707 0.132

These are the Löwdin partial charges, in e, on atoms 1 to 2: number 1, Sr, carries 1.489; number 2, N, carries 0.115



DFT (the ωB97M-V functional and the def2-TZVPD basis) results for a molecular structure, C2H3Cl2NOS.

As for the spin multiplicity: 1. Its energy above the lowest of the compared OMol25 structures with the same formula, charge and spin is 323.8 kJ/mol. As for the gap between HOMO and LUMO: 9.07 eV. As for the HOMO energy: -8.912 eV.

Cartesian coordinates (Å):
Cl -1.218 1.404 -1.967
Cl 1.077 2.133 -0.177
S 0.523 -2.684 0.298
O -0.715 -0.234 1.248
N 0.641 -1.016 -0.280
C -0.147 0.018 0.305
C -0.393 1.378 -0.306
H -1.329 2.005 0.213
H 1.865 -0.658 -0.609
H -0.303 -2.347 1.274

These are the Löwdin partial charges, in e, on atoms 1 to 2: number 1, Cl, carries 0.507; number 2, Cl, carries 0.721



DFT (the ωB97M-V functional and the def2-TZVPD basis) results for a single C9H16O3S2 molecule.

As for the spin multiplicity: 1. Its energy above the lowest of the compared OMol25 structures with the same formula, charge and spin is 166.9 kJ/mol. As for the gap between HOMO and LUMO: 9.63 eV. As for the HOMO energy: -9.073 eV.

Cartesian coordinates (Å):
S -2.032 -0.516 2.112
S -2.340 1.216 -0.565
O -2.421 2.665 -0.493
O -0.041 -0.606 -1.279
O 0.051 0.505 0.711
C 2.700 -0.848 0.840
C -1.424 0.776 1.111
C -2.790 -1.540 0.667
C -4.046 -0.762 0.235
C -3.999 0.752 0.079
C 2.205 -0.045 -0.338
C 0.670 -0.176 -0.389
C 2.621 1.428 -0.162
C 2.760 -0.629 -1.677
H 1.917 1.818 0.574
H -1.959 -1.727 0.007
H 2.186 -1.767 1.029
H 2.541 2.150 -1.006
H 2.432 -0.106 -2.544
H -4.336 -1.115 -0.773
H -3.025 -2.470 1.054
H -4.691 1.179 -0.723
H 3.870 -0.419 -1.759
H 3.620 1.598 0.264
H 2.359 -0.235 1.751
H 3.819 -0.965 0.756
H -1.163 1.595 1.747
H 2.563 -1.677 -1.761
H -4.285 1.235 0.962
H -4.950 -1.015 0.809

These are the Löwdin partial charges, in e, on atoms 1 to 2: number 1, S, carries 0.914; number 2, S, carries 0.976



DFT (the ωB97M-V functional and the def2-TZVPD basis) results for 2 unconnected molecules or ions with the total composition C3H6N2OS.

As for the spin multiplicity: 1. Its energy above the lowest of the compared OMol25 structures with the same formula, charge and spin is 553.0 kJ/mol. As for the gap between HOMO and LUMO (spin up / spin down): 9.30 / 6.93 eV. As for the HOMO energy (spin up / spin down): -9.026 / -6.838 eV.

Cartesian coordinates (Å):
S -1.938 0.603 0.144
O -0.221 -1.468 0.736
N -0.689 -1.280 -1.418
N -1.195 0.984 2.874
C -0.642 -0.583 -0.188
C -1.636 0.875 1.808
C 1.960 1.309 -0.532
H 2.410 0.563 0.085
H 1.614 0.956 -1.534
H -0.074 -1.101 1.704
H -0.896 -0.827 -2.321
H 1.318 2.028 0.048
H -0.012 -2.058 -1.408

These are the Löwdin partial charges, in e, on atoms 1 to 2: number 1, S, carries 0.931; number 2, O, carries -0.054



DFT (the ωB97M-V functional and the def2-TZVPD basis) results for 10 unconnected molecules or ions with the total composition C4H26NO12.

As for the spin multiplicity: 1. Its energy above the lowest of the compared OMol25 structures with the same formula, charge and spin is 322.9 kJ/mol. The charge is -1. As for the gap between HOMO and LUMO: 8.82 eV. As for the HOMO energy: -6.037 eV.

Cartesian coordinates (Å):
O -2.377 -1.169 3.867
O 2.086 0.197 -0.662
O 3.833 1.967 -2.218
O 3.746 2.647 0.885
O 1.347 -4.225 -1.574
O -1.091 2.398 -3.746
O -0.916 -3.923 0.823
O -0.328 -1.421 -0.766
O -2.142 -0.870 0.411
O -3.022 1.919 -1.900
O -3.920 0.931 1.577
O 3.674 -2.768 -0.368
N -0.860 1.537 1.275
C -0.960 -0.703 0.006
C -0.398 2.318 2.494
C 0.972 0.906 -0.253
C 0.007 0.425 0.767
H -4.022 0.270 0.885
H 0.674 -3.747 -1.074
H -2.382 1.751 -1.251
H 0.553 -0.180 1.585
H -1.730 1.124 1.545
H 0.375 2.964 2.162
H 3.025 3.165 0.740
H 3.865 2.144 0.029
H -0.922 1.622 -4.310
H -3.696 2.428 -1.448
H 3.362 -3.299 -1.118
H -1.453 -4.556 0.219
H 2.983 -2.157 -0.351
H 3.308 2.667 -1.860
H -1.847 -1.421 3.080
H -1.306 -3.060 0.503
H -3.522 0.277 2.286
H -1.504 2.156 -2.907
H -2.293 -0.255 4.144
H 1.784 1.739 0.112
H 3.678 1.116 -1.789
H -1.349 2.837 2.869
H 0.493 1.299 -1.262
H 1.283 -3.796 -2.453
H -0.042 1.608 3.242
H 1.866 -0.593 -1.239

These are the Löwdin partial charges, in e, on atoms 1 to 2: number 1, O, carries -0.066; number 2, O, carries -0.139



DFT (the ωB97M-V functional and the def2-TZVPD basis) results for 7 unconnected molecules or ions with the total composition C40H57Cl12FN3O7.

As for the spin multiplicity: 1. Its energy above the lowest of the compared OMol25 structures with the same formula, charge and spin is 1448.4 kJ/mol. The charge is -1. As for the gap between HOMO and LUMO: 5.59 eV. As for the HOMO energy: -4.760 eV.

Cartesian coordinates (Å):
Cl 10.010 7.330 5.091
Cl 7.648 3.312 4.091
Cl 1.943 10.234 3.127
Cl -7.061 -2.153 -1.018
Cl 6.907 8.458 5.970
Cl 0.002 1.010 1.292
Cl 3.412 7.414 4.378
Cl 4.689 3.164 1.510
Cl -4.991 -3.968 1.005
Cl -2.829 2.411 2.593
Cl 1.585 4.291 2.389
Cl 6.179 6.132 2.840
F -9.122 -4.730 -4.632
O -2.710 -1.413 -1.140
O -2.593 -6.514 -7.856
O -5.230 -1.457 -4.923
O 0.049 -3.950 -7.039
O 1.074 -4.748 -2.084
O -3.499 -8.134 -6.332
O 3.328 -0.749 2.545
N 1.573 -3.768 -5.137
N 0.730 -3.608 3.268
N -0.873 -3.252 -1.227
C 7.589 4.918 4.857
C -1.444 -5.662 -4.438
C 1.116 -4.345 1.998
C 9.046 8.571 4.255
C 8.217 9.403 5.221
C -3.971 -0.775 -5.267
C -2.128 -2.516 -1.643
C 1.109 1.610 5.253
C 0.407 0.382 6.092
C -6.495 -1.707 0.611
C -7.977 -4.026 -5.310
C -2.580 -3.427 -2.967
C 6.293 5.654 4.552
C -2.947 -6.768 -6.575
C -0.164 -4.247 -2.119
C -1.996 2.879 1.090
C -1.363 -4.539 -3.246
C 2.398 -0.347 3.637
C -6.655 -4.976 -5.111
C -0.393 -3.098 0.198
C -4.028 -4.488 -5.123
C 1.660 -1.568 4.461
C -2.821 -5.615 -5.386
C 0.627 -6.273 -5.991
C 3.353 9.020 5.145
C -5.080 -2.194 0.880
C -5.380 -4.505 -6.078
C 2.146 1.253 3.990
C -1.372 1.686 0.384
C 0.726 -4.613 -6.069
C -4.380 0.805 -5.632
C -5.099 -2.214 -3.643
C 0.636 -1.221 5.728
C 1.937 -3.168 4.068
C -0.254 -6.781 -4.665
C 2.057 9.755 4.839
C 3.724 4.405 0.673
C 2.895 5.237 1.639
C -3.925 -3.350 -3.901
C -0.247 -4.496 1.041
H -0.986 1.993 -0.593
H 0.933 -3.177 -4.563
H -5.569 -3.475 -6.603
H -4.442 1.414 -4.617
H 6.240 6.573 5.141
H 4.227 9.588 4.812
H 9.752 9.215 3.722
H -4.725 -1.792 1.834
H -0.809 -7.806 -4.920
H -1.229 -2.458 0.762
H 2.004 10.675 5.429
H 0.590 -2.432 0.266
H -6.319 -4.931 -3.991
H -5.450 0.746 -6.105
H 4.430 5.049 0.141
H 8.463 5.486 4.525
H 0.280 -2.719 2.931
H -6.114 -2.716 -3.334
H 0.015 -6.614 -6.955
H 3.511 5.656 2.440
H 3.095 3.903 -0.069
H 8.417 8.070 3.513
H 1.726 -6.724 -5.982
H -2.101 0.885 0.224
H -0.064 -5.454 0.394
H 4.163 -0.165 2.588
H 2.003 -3.836 1.426
H 1.973 -3.738 5.091
H -6.531 -0.616 0.670
H 0.106 -2.053 6.375
H -3.200 -0.696 -4.380
H 0.920 2.751 5.540
H 2.086 -4.391 -4.467
H -3.589 1.325 -6.336
H -6.972 -6.108 -5.310
H -4.388 -1.873 0.097
H 0.388 -6.847 -3.687
H -8.219 -3.828 -6.445
H -1.128 -4.732 1.774
H 7.743 10.231 4.686
H -5.318 -5.337 -6.923
H -7.872 -2.983 -4.742
H 5.417 5.043 4.792
H -1.247 3.637 1.339
H 8.833 9.823 6.022
H -2.747 3.342 0.444
H 7.679 4.757 5.936
H -3.430 -1.216 -6.227
H -7.206 -2.111 1.339
H -0.309 0.658 7.007
H 3.443 8.859 6.223
H 1.181 9.145 5.080
H -4.680 -1.446 -2.855
H 2.421 6.064 1.104
H 2.968 -3.318 3.536
H 2.662 2.139 3.395
H 1.523 -5.408 2.351

These are the Löwdin partial charges, in e, on atoms 1 to 2: number 1, Cl, carries 0.591; number 2, Cl, carries 0.541



DFT (the ωB97M-V functional and the def2-TZVPD basis) results for a molecular structure, C45H39F3NNiP3.

As for the spin multiplicity: 1. As for the gap between HOMO and LUMO (spin up / spin down): 8.04 / 8.10 eV. As for the HOMO energy (spin up / spin down): -7.889 / -7.957 eV.

Cartesian coordinates (Å):
Ni -0.543 -0.870 -0.908
P 2.630 -0.519 -0.456
P -2.102 -1.551 0.557
P -2.047 1.885 0.409
F -3.024 -0.702 -2.349
F -1.767 -2.414 -2.786
F -1.203 -0.448 -3.495
N 1.193 -1.079 -0.426
C 3.879 1.604 -1.886
C 3.062 0.512 0.984
C 4.636 1.492 2.528
C 5.701 -3.944 -0.243
C -0.411 2.751 -1.633
C 0.443 -2.153 3.722
C -2.676 3.483 1.067
C -2.216 -2.657 3.113
C -2.696 2.509 -2.314
C -3.819 4.115 0.575
C -4.220 -3.028 -0.562
C -2.372 2.987 -3.571
C -1.386 -2.061 2.159
C 4.439 -4.070 0.321
C -2.966 -3.068 0.038
C 2.014 1.072 1.711
C 2.279 1.840 2.836
C 3.588 2.055 3.243
C 3.115 0.442 -1.926
C -1.719 2.378 -1.325
C -4.820 -4.198 -1.006
C -1.708 -1.105 -2.410
C -2.360 5.319 2.606
C 3.531 -3.027 0.229
C -1.717 -2.992 4.360
C 3.834 1.724 -4.288
C 2.696 -0.064 -3.157
C 3.880 -1.847 -0.423
C -1.954 4.096 2.084
C -3.466 -0.418 1.112
C -3.498 5.935 2.112
C -3.609 0.873 0.288
C 3.059 0.571 -4.333
C -4.167 -5.412 -0.862
C -2.908 -5.456 -0.278
C 5.143 -1.731 -0.997
C -1.064 3.359 -3.861
C 4.374 0.719 1.407
C -2.309 -4.290 0.167
C 6.053 -2.776 -0.905
C -0.055 -1.817 2.466
C -0.384 -2.736 4.667
C -4.230 5.331 1.095
C 4.236 2.244 -3.067
C -0.085 3.245 -2.888
H 0.936 3.533 -3.104
H 4.117 2.224 -5.206
H 2.730 0.173 -5.284
H -3.237 -0.176 2.150
H 0.993 0.887 1.398
H 2.072 -0.949 -3.179
H 4.161 -4.986 0.827
H -4.395 -0.991 1.110
H 4.826 3.151 -3.032
H -3.819 6.887 2.515
H 6.409 -4.761 -0.176
H 0.006 -2.998 5.642
H 0.590 -1.384 1.710
H -0.810 3.730 -4.845
H -3.140 3.064 -4.329
H -5.117 5.815 0.707
H 7.032 -2.683 -1.358
H 1.459 2.264 3.404
H 0.359 2.664 -0.874
H -4.636 -6.323 -1.211
H 2.531 -3.116 0.638
H -1.324 -4.327 0.617
H -4.726 -2.083 -0.711
H 5.658 1.645 2.851
H 1.483 -1.958 3.952
H 4.189 2.018 -0.935
H -4.444 1.459 0.672
H -4.386 3.655 -0.226
H -3.724 2.233 -2.117
H -3.820 0.624 -0.751
H 3.792 2.651 4.123
H -3.253 -2.870 2.877
H -1.788 5.787 3.397
H 5.195 0.261 0.868
H -1.065 3.609 2.467
H -2.390 -6.400 -0.173
H -2.365 -3.455 5.093
H 5.415 -0.828 -1.531
H -5.796 -4.156 -1.473

These are the Löwdin partial charges, in e, on atoms 1 to 2: number 1, Ni, carries 0.336; number 2, P, carries 0.743



| no. | F_max (eV/A) |
| --- | --- |
| 1 | 0.709 |
| 2 | 2.907 |
| 3 | 8.829 |
| 4 | 3.795 |
| 5 | 3.402 |
| 6 | 5.655 |
| 7 | 8.384 |
| 8 | 0.567 |